C17H27Cl8NO5S as an isolated structure in a non-equilibrium geometry, computed with ωB97M-V/def2-TZVPD.

The calculation puts the LUMO energy at 0.47 eV.

Geometry as ORCA input:
```
! wB97M-V def2-TZVPD RIJCOSX def2/J DEFGRID3
* xyz 0 1
O -1.2155 0.9940 -3.0090
C -2.0703 0.1562 -2.8409
C -1.6323 -1.3195 -2.7122
C -0.8168 -1.5389 -1.4201
O 0.4798 -0.9361 -1.5370
S 1.3977 -1.0990 -0.1763
O 0.6418 -1.8027 0.8344
O 2.6156 -2.1542 -0.5503
C 3.8200 -1.8166 0.1766
C 3.8164 -2.2830 1.6453
C 3.3160 -1.2288 2.6575
C 4.3464 -0.1025 2.9712
O 5.4680 -0.0884 2.0805
N -3.4917 0.4078 -2.7893
C -3.8959 1.2593 -1.6996
C -5.1250 0.9758 -1.0863
C -5.5998 1.7706 -0.0623
C -4.8878 2.8708 0.4215
C -3.6716 3.1489 -0.1881
C -3.1921 2.3585 -1.2269
H -1.0116 -1.5384 -3.5978
H -2.4821 -2.0127 -2.7668
H -1.4027 -1.1079 -0.5938
H -0.6928 -2.6241 -1.3080
H 4.6212 -2.3701 -0.3385
H 4.0757 -0.7514 0.0821
H 3.2613 -3.2255 1.7550
H 4.8617 -2.5101 1.9057
H 3.1406 -1.7633 3.6067
H 2.3641 -0.7572 2.3875
H 3.8210 0.8631 2.8420
H 4.6215 -0.1485 4.0374
H 5.6710 0.8434 1.9501
H -3.8636 0.7120 -3.6829
H -5.7088 0.1222 -1.4392
H -6.5775 1.5288 0.3657
H -5.2948 3.4852 1.2245
H -3.1122 4.0105 0.1835
H -2.2449 2.6556 -1.6774
C -0.0045 2.4517 1.5776
Cl 0.7225 1.1334 0.6233
Cl -1.4168 1.8946 2.4821
H 0.7373 2.8211 2.2779
H -0.3108 3.2485 0.9051
C -8.1782 -0.4928 2.7067
Cl -7.8523 -0.4239 0.9708
Cl -7.2027 0.6824 3.5957
H -9.2273 -0.2752 2.8738
H -7.9422 -1.4880 3.0667
C 2.0618 3.2066 -2.9270
Cl 1.3942 2.9775 -1.3069
Cl 1.7694 4.8428 -3.5423
H 3.1321 3.0351 -2.8898
H 1.5920 2.4932 -3.5959
C 7.3413 -4.3257 -0.7260
Cl 6.7267 -4.5316 0.9171
Cl 7.0690 -2.6845 -1.3261
H 8.4072 -4.5246 -0.7277
H 6.8312 -5.0246 -1.3797
*
```